1.
Molecular formula: C4H3GaLiO2
Method: DFT, ωB97M-V/def2-TZVPD

```
! RIJCOSX wB97M-V def2-TZVPD def2/J DEFGRID3
* xyz 3 1
H -3.02550 -1.20439 1.77261
C 1.78295 -0.13074 -0.38627
C 0.75731 0.83266 0.02860
C -0.52250 0.51670 -0.13480
C -1.67014 -0.08384 -0.11247
O -2.71821 -0.49836 -0.49196
O 2.96596 0.16495 -0.52837
Ga 4.12484 1.17736 -0.22670
H 1.44696 -1.14164 -0.67042
H 1.09291 1.82885 0.34119
Li -4.23458 -1.46156 0.40857
*
```

Values from the calculation:
- E_LUMO (spin up / spin down): -0.5635 / -0.6138 Ha
- Gap between HOMO and LUMO (spin up / spin down): 6.7 / 5.4 eV
- Strongest force on any atom: 0.2001 Eh/bohr
- Total energy: -60832.00040 eV
- ΔE to the lowest compared entry with this formula, charge and spin: 3.0 kcal/mol
- HOMO level (spin up / spin down): -22.06 / -22.07 eV

Charges per atom according to Löwdin partitioning, unit e: 0.1828 -0.0070 0.0395 0.1526 -0.0585 0.1234 -0.0046 1.3735 0.2007 0.1480 0.8498

2.
Molecular formula: C4H8O2
Method: DFT, ωB97M-V/def2-TZVPD

```
! RIJCOSX wB97M-V def2-TZVPD def2/J DEFGRID3
* xyz 0 1
C -2.11438 0.10586 -0.25532
C -0.78397 0.58178 0.32679
C 0.34329 -0.37571 0.01493
O 1.54178 0.13007 0.63868
C 2.70718 -0.19711 0.06439
O 2.87737 -0.87357 -0.91699
H -2.41107 -0.86268 0.16332
H -2.91157 0.82176 -0.03316
H -2.05802 -0.00340 -1.34464
H -0.86109 0.67188 1.41550
H -0.53319 1.57818 -0.05841
H 0.16099 -1.38677 0.39766
H 0.52963 -0.46428 -1.05775
H 3.51304 0.27398 0.64500
*
```

Values from the calculation:
- SMILES string: CCCOC=O
- E_LUMO: 0.0363 Ha
- Gap between HOMO and LUMO: 11.7 eV
- Strongest force on any atom: 0.0132 Eh/bohr
- Total energy: -8372.70534 eV
- ΔE to the lowest compared entry with this formula, charge and spin: 13.3 kcal/mol
- HOMO level: -10.72 eV

Charges per atom according to Löwdin partitioning, unit e: -0.1092 -0.2386 -0.1942 -0.0329 -0.3515 0.0692 0.0748 0.0715 0.0758 0.1136 0.1170 0.1372 0.1241 0.1432